No. 1
133
Properties=species:S:1:pos:R:3:forces:R:3:lowdin_charge:R:1 method="wB97M-V/def2-TZVPD" multiplicity=4 e_above_lowest_kcal_mol=0.00 orbital_gap_ev="8.16 / 7.97" total_charge=0 lumo_ha="-0.002 / -0.009"
Co -0.3783 2.7991 1.6806 0.652 -1.640 -1.702 0.942
O -0.9902 3.3698 -0.2316 0.018 0.534 0.232 -0.055
O 1.0621 1.4500 1.0829 -0.841 0.485 1.271 -0.346
O 3.1641 -5.6767 0.6983 0.452 0.087 0.147 -0.209
O -1.7070 1.2373 1.6943 0.420 0.443 -0.338 -0.386
O 2.1195 0.1934 -4.4145 -0.908 -0.097 0.629 -0.200
O -3.7101 0.8160 6.1972 0.142 -0.046 -0.541 0.007
O -4.5035 1.2644 1.6004 -0.268 -0.145 -0.152 -0.071
O 2.8764 2.3613 3.0402 0.203 -0.052 -0.097 -0.072
O 2.4995 4.8846 -5.3351 -0.612 -0.881 -0.084 -0.194
O 2.6830 0.0030 6.4230 0.740 -0.488 -0.372 -0.193
O 1.0443 4.3519 1.4112 0.110 -0.014 0.137 -0.061
O -4.3705 3.6298 -3.7568 -0.454 -0.141 0.362 -0.230
O -1.9334 -4.3615 -0.2750 -0.044 -0.753 0.196 -0.185
O -3.9194 -1.4486 -1.2538 0.028 0.395 -0.128 -0.168
O 3.5929 -2.8647 4.0450 0.954 0.706 -0.079 -0.177
O 3.0115 2.9371 -0.2507 -0.366 0.280 0.285 -0.092
N -3.9862 0.7752 -3.0872 0.861 -0.168 -0.692 -0.069
N 2.0292 3.0325 -2.9566 -0.177 -0.490 -0.094 -0.063
N -2.8035 1.8982 4.3892 0.098 -1.011 0.385 0.147
N 1.0716 -1.7103 4.6796 0.300 -0.028 -0.578 -0.034
N -1.8836 3.6583 -2.2937 -0.368 -0.512 -0.130 0.195
N -2.6781 2.0034 -0.9223 0.227 0.706 0.067 0.207
N 0.1666 -5.4949 1.5951 0.772 0.140 0.754 -0.054
N -2.8287 -0.3903 4.4646 -0.162 0.094 -0.192 0.171
C 4.5546 -5.3801 0.6566 -0.686 -0.236 -0.270 -0.088
C 0.4014 -4.5502 0.5288 -1.104 -0.471 -0.755 -0.216
C 2.9001 -2.1817 3.0170 -1.270 -1.177 -0.472 -0.226
C -3.1317 -0.4158 -3.2495 -0.590 -1.058 -0.215 -0.178
C 2.2218 5.4053 -6.6098 0.734 1.237 0.006 -0.132
C 2.6587 3.4613 -5.3613 1.201 0.375 -0.316 -0.208
C -4.8664 4.9247 -3.9979 0.541 0.827 -0.054 -0.099
C 3.0923 3.0138 -3.9663 -1.160 0.715 -0.355 -0.162
C -2.7388 -1.0009 -1.9225 -0.112 0.187 1.490 -0.212
C -0.8405 -3.7065 0.3009 0.866 1.162 0.883 -0.264
C 2.6386 -5.9536 1.9817 -0.495 0.544 -0.086 -0.218
C -3.7529 -1.4484 0.1569 -0.366 -0.303 -0.154 -0.080
C -5.1429 2.6001 -4.3323 1.111 -0.362 -1.207 -0.210
C 1.0780 0.0565 -5.3402 0.517 -0.111 -1.685 -0.144
C 1.2299 -6.4904 1.7846 -0.860 0.000 0.111 -0.189
C 0.3323 0.3576 0.5938 -0.486 0.827 -0.549 -0.304
C -4.3239 1.3120 -4.4064 -1.612 -0.193 0.782 -0.193
C 1.4336 -2.3465 3.4135 -0.368 -0.041 0.227 -0.203
C 1.0586 1.9155 -2.9943 0.121 0.640 0.919 -0.192
C -1.0088 0.0587 1.3257 1.754 0.773 0.794 -0.299
C 1.4036 0.3427 5.9441 -0.222 0.184 -0.349 -0.223
C 1.1327 -0.2487 4.5752 -0.852 -0.488 0.180 -0.202
C -3.1707 0.7758 5.0969 0.074 0.322 0.713 -0.669
C -1.7005 -4.9166 -1.5633 -0.908 0.568 0.065 -0.099
C 3.0369 0.6583 7.6141 -1.207 0.496 0.104 -0.115
C 4.9840 -2.6795 3.9160 0.596 0.455 0.324 -0.112
C 1.6442 0.5244 -3.0758 0.479 -0.398 -1.397 -0.164
C -1.8279 3.0235 -1.0957 0.151 -0.234 0.571 -0.599
H 0.3225 -0.7200 -5.1734 0.004 0.110 0.801 0.085
H 1.5447 -0.2706 -6.2779 0.125 0.067 0.124 0.092
H 1.7987 2.9732 -5.8269 -0.244 -0.064 0.336 0.110
H 0.0730 0.6744 -0.4308 -0.108 -0.762 -0.293 0.081
H 1.2569 -3.9232 0.7703 0.007 0.043 -0.088 0.106
H 3.8843 0.1895 8.1027 0.219 -0.038 -0.343 0.085
H 1.8412 3.9591 0.9840 -0.049 -0.098 -0.183 0.043
H -2.6996 -5.0539 -1.9833 0.072 0.325 -0.199 0.091
H 3.1812 -1.1495 2.7912 0.337 0.083 0.648 0.118
H 1.7302 0.1017 3.7294 0.556 0.170 0.472 0.090
H 1.3544 5.1530 1.8458 -0.161 -0.159 0.177 0.087
H -1.2728 -5.9208 -1.6207 0.567 0.192 0.481 0.085
H 0.5593 -5.0410 -0.4479 0.644 -0.041 0.142 0.115
H 3.7920 3.8060 -3.6959 0.432 -0.452 0.265 0.127
H -1.1331 -4.1676 -2.1210 0.112 -0.365 -0.467 0.088
H 2.6877 1.8755 2.2175 -0.314 -0.002 0.290 -0.004
H -5.0037 0.6112 -4.9154 0.181 -0.107 -0.225 0.124
H 2.6680 -5.0250 2.5656 -0.329 -0.055 0.183 0.106
H 0.5308 1.9891 -2.0383 -0.030 -0.158 0.037 0.087
H 0.9299 -0.5633 0.5988 0.020 -0.038 -0.212 0.106
H 1.1836 -7.1741 0.9249 0.655 -0.179 0.101 0.121
H 4.7496 -5.3526 -0.4141 0.552 -0.347 0.093 0.090
H 3.0302 -2.7360 2.0726 0.183 0.067 -0.065 0.107
H -1.4595 4.5588 -2.4118 0.142 0.016 0.248 0.114
H -2.6622 1.4999 -0.0455 0.333 0.258 0.184 0.054
H 0.7466 -2.0050 2.6331 0.198 0.228 -0.061 0.092
H 3.2038 -6.6802 2.5784 0.341 -0.174 -0.470 0.123
H -3.6990 -1.1991 -3.7728 0.048 0.008 -0.221 0.126
H -2.5051 1.7172 3.4384 -0.066 0.664 -0.146 0.029
H 2.4557 2.2666 0.1920 -0.160 -0.231 -0.148 -0.013
H 3.6834 1.9680 3.3895 -0.056 0.071 -0.004 0.041
H -2.2757 -0.1910 -1.3358 0.030 -0.375 -0.108 0.089
H 1.2285 -3.4164 3.4947 0.101 -0.049 0.057 0.107
H 5.0736 -6.1609 1.2163 0.431 -0.019 -0.320 0.089
H -0.7054 -5.9975 1.5032 -0.142 0.247 -0.231 0.111
H -0.6943 -0.4258 2.2601 -0.284 -0.523 -0.070 0.078
H -4.8414 0.4739 -2.6325 -0.030 -0.044 0.086 0.132
H 0.1206 0.0731 4.2941 -0.038 0.224 0.196 0.095
H 1.4837 3.8805 -3.0695 0.191 0.136 0.074 0.114
H -6.1204 2.4999 -3.8594 0.018 -0.105 0.197 0.132
H 3.1901 1.7236 7.4088 0.410 0.013 0.109 0.086
H -4.2994 5.6204 -3.3752 0.145 -0.157 -0.016 0.088
H -2.2611 -0.2046 -3.8695 0.094 0.312 0.136 0.115
H 3.5155 2.0171 -4.0152 0.336 0.150 0.089 0.112
H -0.5538 -2.7889 -0.2424 -0.050 -0.271 -0.538 0.109
H -3.4662 1.4361 -5.0648 0.277 0.148 0.361 0.125
H -3.6431 0.8098 1.5975 -0.125 0.652 0.491 -0.026
H 2.1936 0.6279 8.3185 0.050 -0.134 0.100 0.087
H 0.2735 2.1021 -3.7313 0.082 -0.391 -0.329 0.104
H -2.9263 -1.2513 4.9681 0.051 0.021 0.097 0.104
H -1.5738 -0.6230 0.6830 0.035 0.160 0.343 0.063
H -3.5565 -0.4293 0.5000 -0.219 -0.464 -0.121 0.043
H -5.2712 2.7772 -5.4097 -0.506 0.581 0.093 0.125
H 5.3274 -2.9394 2.9126 0.083 -0.225 -0.042 0.072
H -4.6835 -1.8321 0.5703 -0.035 0.242 0.097 0.109
H -2.1906 -0.3458 3.6900 0.029 -0.177 -0.016 0.053
H 1.3572 4.9876 -7.1295 -0.200 -0.101 0.306 0.086
H -2.0647 -1.8630 -1.8680 0.331 0.209 -0.890 0.116
H -4.2828 2.1827 1.4204 0.036 0.007 0.077 0.032
H -2.7103 3.4429 -2.8379 0.057 0.347 -0.259 0.066
H 5.5472 -3.2208 4.6762 -0.412 -0.597 -0.115 0.088
H 0.8870 -0.2131 -2.7963 -0.102 0.024 0.102 0.114
H 3.0775 5.3636 -7.2983 0.102 -0.540 0.125 0.087
H -5.9105 5.1193 -3.7390 -0.147 -0.598 -0.077 0.094
H 5.3178 -1.6520 4.1112 -0.490 0.276 -0.233 0.088
H 0.6568 -0.0945 6.6172 -0.145 0.217 0.110 0.130
H 3.5225 3.2709 -6.0128 -0.071 -0.238 -0.175 0.125
H 2.5449 0.3218 -2.4989 -0.204 0.529 0.539 0.135
H 1.7158 -2.0373 5.3907 0.101 0.097 -0.043 0.099
H 1.2646 1.4286 5.8933 0.083 0.053 0.129 0.124
H -1.1430 -3.2955 1.2708 -0.379 -0.350 0.021 0.119
H -3.0456 2.7757 4.8041 -0.090 0.147 -0.287 0.097
H 0.9402 -7.0556 2.6749 0.137 -0.063 -0.037 0.116
H 2.1235 6.4794 -6.4338 -0.541 -0.065 -0.192 0.088
H -2.9541 -2.1139 0.5047 -0.020 0.012 -0.321 0.070
H -3.2669 1.6997 -1.6929 -0.154 -0.073 -0.166 0.062
H -4.6757 5.2005 -5.0397 -0.256 0.015 -0.061 0.093
H 4.8711 -4.4033 1.0391 -0.481 0.070 0.347 0.067
H 0.6006 1.0037 -5.6103 -0.227 0.033 0.365 0.066
H 2.5861 3.0464 -1.1304 0.306 -0.041 -0.046 0.007


No. 2
20
Properties=species:S:1:pos:R:3:forces:R:3:lowdin_charge:R:1 method="wB97M-V/def2-TZVPD" e_above_lowest_kcal_mol=38.17 orbital_gap_ev=8.53 total_charge=+1 lumo_ha=-0.169
Cl 4.2816 -0.0304 -0.0071 1.296 -0.010 0.153 0.894
S -0.2513 -1.4557 0.0192 -0.414 0.757 0.060 1.147
F -1.1598 2.4909 -0.3652 0.132 0.423 0.001 0.189
F -2.1930 0.7995 -1.1608 -0.602 -0.529 -1.704 0.181
F -2.4093 1.2318 0.9005 0.642 0.128 -0.094 0.145
N 1.9925 0.3725 1.1395 1.549 0.068 2.470 0.011
N 1.9768 -0.2779 -1.0958 4.696 0.905 0.549 -0.008
C 0.7306 -0.2023 -1.2516 -5.879 1.499 0.912 -0.245
C 0.6265 1.0141 1.1883 1.405 0.128 0.878 -0.113
C -1.5298 1.2432 -0.1406 0.195 -0.616 1.717 -0.667
C 2.6411 0.0818 0.0038 -3.061 -0.990 -0.417 -0.823
C -1.8359 -2.0674 -0.5521 -2.810 2.451 1.625 -0.297
C -0.2997 0.3921 0.1847 1.892 -0.934 -3.501 -0.346
H 0.2144 0.8549 2.2380 0.730 0.615 -1.230 0.164
H 0.2397 -0.1524 -2.2888 0.481 -0.318 1.866 0.167
H -2.4030 -2.3565 0.4373 0.461 1.482 -1.795 0.110
H -2.4198 -1.4603 -1.3729 1.234 -1.078 2.085 0.116
H 0.9339 2.0866 0.9283 -1.585 -1.177 0.545 0.172
H 2.5876 0.4651 2.0547 -1.501 -0.079 -2.552 0.203
H -1.7231 -3.0296 -0.8594 1.141 -2.724 -1.568 -0.002